## P
Density functional theory data (ωB97M-V with the def2-TZVPD basis set) for C13H24N5O9PPdS as an isolated structure.

Orbital gap (alpha / beta)   9.5 / 5.2 eV
<S²>   6.019
LUMO energy (alpha / beta)   0.24 / -4.05 eV
Highest occupied orbital energy (alpha / beta)   -9.25 / -9.23 eV

Geometry as ORCA input:
```
! wB97M-V def2-TZVPD RIJCOSX def2/J DEFGRID3
* xyz 0 5
Pd 2.75 -1.74 -0.84
O 2.16 -2.20 3.05
S 2.04 -1.70 1.73
O 0.94 -0.57 1.78
O 3.24 -1.04 1.18
O 1.55 -2.67 0.73
O 6.63 -1.91 -0.86
N 5.43 -1.88 -0.97
O 4.70 -2.85 -0.60
O 4.82 -0.88 -1.45
O 1.25 -0.06 -0.65
P 0.12 -0.01 0.34
N -0.97 0.93 -1.04
C -2.38 1.20 -0.96
C -2.77 1.70 -2.36
C -1.49 2.40 -2.84
C -0.38 1.58 -2.18
N -0.13 1.48 1.12
C 1.06 2.35 1.20
C 0.96 3.02 2.57
C -0.53 2.95 2.91
C -0.95 1.60 2.32
N -1.09 -1.14 0.38
C -1.26 -2.02 -0.79
C -1.58 -3.38 -0.17
C -2.38 -3.00 1.08
C -1.63 -1.77 1.60
H -2.56 1.99 -0.22
H -2.92 0.32 -0.63
H -3.63 2.36 -2.33
H -3.01 0.85 -3.00
H -1.47 3.43 -2.48
H -1.40 2.41 -3.92
H 0.49 2.18 -1.87
H 0.03 0.81 -2.84
H 1.02 3.10 0.39
H 1.98 1.78 1.08
H 1.33 4.04 2.55
H 1.54 2.46 3.30
H -1.08 3.76 2.42
H -0.73 3.00 3.98
H -2.01 1.56 2.07
H -0.73 0.79 3.02
H -0.35 -2.04 -1.40
H -2.09 -1.67 -1.41
H -0.65 -3.87 0.12
H -2.13 -4.02 -0.85
H -2.41 -3.79 1.82
H -3.40 -2.74 0.81
H -0.83 -2.05 2.29
H -2.30 -1.07 2.11
O 2.61 -0.69 -4.74
C 2.42 -1.31 -3.77
N 2.18 -1.98 -2.78
*
```

***

## Q
Density functional theory data (ωB97M-V with the def2-TZVPD basis set) for C13H24N5O9PPdS as an isolated structure.

Orbital gap (alpha / beta)   9.3 / 6.3 eV
<S²>   6.018
LUMO energy (alpha / beta)   0.03 / -3.35 eV
Highest occupied orbital energy (alpha / beta)   -9.26 / -9.63 eV

Geometry as ORCA input:
```
! wB97M-V def2-TZVPD RIJCOSX def2/J DEFGRID3
* xyz 0 5
Pd 2.62 -1.73 -1.34
O -0.55 -2.52 -0.18
S 0.40 -3.37 -0.95
O -0.12 -4.68 -1.18
O 0.74 -2.62 -2.22
O 1.75 -3.39 -0.24
O 3.96 -2.72 -2.87
N 3.74 -1.81 -3.70
O 4.23 -1.76 -4.79
O 2.93 -0.88 -3.29
O 1.40 -0.17 -0.31
P 0.15 0.29 0.31
N -0.03 1.90 0.13
C 1.13 2.72 -0.29
C 0.55 4.12 -0.39
C -0.90 3.87 -0.81
C -1.28 2.67 0.05
N -1.20 -0.33 -0.62
C -1.17 -0.30 -2.07
C -2.61 -0.59 -2.48
C -3.15 -1.42 -1.31
C -2.48 -0.77 -0.11
N -0.08 -0.16 1.83
C -0.80 0.61 2.86
C -0.37 -0.04 4.17
C -0.11 -1.49 3.77
C 0.59 -1.36 2.42
H 1.51 2.37 -1.26
H 1.95 2.64 0.43
H 1.10 4.74 -1.10
H 0.58 4.61 0.58
H -0.95 3.61 -1.87
H -1.56 4.72 -0.64
H -2.08 2.08 -0.41
H -1.62 2.99 1.04
H -0.47 -1.09 -2.38
H -0.76 0.65 -2.41
H -2.65 -1.12 -3.43
H -3.18 0.34 -2.59
H -2.80 -2.45 -1.38
H -4.23 -1.41 -1.24
H -2.32 -1.42 0.75
H -3.04 0.12 0.22
H -1.89 0.51 2.71
H -0.54 1.67 2.80
H -1.12 0.08 4.94
H 0.56 0.42 4.52
H -1.06 -2.03 3.64
H 0.49 -2.04 4.49
H 0.47 -2.22 1.77
H 1.65 -1.14 2.55
O 4.26 0.60 1.46
C 4.20 -0.24 0.63
N 4.16 -1.10 -0.21
*
```

***

The most stable of them is Q.

***

## P
Density functional theory data (ωB97M-V with the def2-TZVPD basis set) for a 4-piece molecular cluster, H7O4 overall.

Orbital gap   8.5 eV
LUMO energy   4.42 eV
Highest occupied orbital energy   -4.06 eV

Geometry as ORCA input:
```
! wB97M-V def2-TZVPD RIJCOSX def2/J DEFGRID3
* xyz -1 1
O -0.04 -0.42 0.14
H 0.20 -1.04 0.89
O -0.70 -2.53 -1.57
H -1.69 -2.80 -1.49
H -0.71 -1.63 -1.12
O -0.68 2.20 2.49
H -0.13 2.48 1.69
H -0.81 1.15 2.51
O 1.66 1.13 -0.98
H 1.74 1.14 -1.95
H 1.16 0.32 -0.61
*
```

***

## Q
Density functional theory data (ωB97M-V with the def2-TZVPD basis set) for a 4-piece molecular cluster, H7O4 overall.

Orbital gap   9.3 eV
LUMO energy   4.58 eV
Highest occupied orbital energy   -4.72 eV

Geometry as ORCA input:
```
! wB97M-V def2-TZVPD RIJCOSX def2/J DEFGRID3
* xyz -1 1
O 0.68 0.25 -0.76
H 0.33 -0.16 -1.55
O -1.16 -0.13 0.87
H -0.30 0.05 0.11
H -0.78 0.33 1.61
O -1.65 1.85 -1.69
H -2.07 1.52 -0.89
H -0.83 1.32 -1.57
O 2.30 -1.78 1.47
H 1.42 -2.11 1.62
H 2.05 -1.13 0.77
*
```

***

The most stable of them is Q.

***

## P
Density functional theory data (ωB97M-V with the def2-TZVPD basis set) for C2H2Cl2O2 as an isolated structure.

Orbital gap   10.1 eV
LUMO energy   -0.06 eV
Highest occupied orbital energy   -10.15 eV

Geometry as ORCA input:
```
! wB97M-V def2-TZVPD RIJCOSX def2/J DEFGRID3
* xyz 0 1
C 1.54 -0.20 -0.36
C -0.83 0.27 0.27
O 1.60 -1.15 0.28
O 0.08 0.67 -0.54
Cl -2.39 1.08 -0.02
Cl -1.32 -1.43 -0.03
H 1.99 0.47 -1.00
H -0.68 0.29 1.42
*
```

***

## Q
Density functional theory data (ωB97M-V with the def2-TZVPD basis set) for a 2-piece molecular cluster, C2H2Cl2O2 overall.

Orbital gap   9.0 eV
LUMO energy   0.26 eV
Highest occupied orbital energy   -8.75 eV

Geometry as ORCA input:
```
! wB97M-V def2-TZVPD RIJCOSX def2/J DEFGRID3
* xyz 0 1
C 0.72 -0.07 0.47
C -0.50 -0.05 -1.46
O -0.09 0.19 1.29
O -1.63 0.22 -0.82
Cl -0.37 -1.69 -2.08
Cl 0.07 1.15 -2.56
H 1.79 -0.24 0.52
H -1.48 0.28 0.16
*
```

***

The most stable of them is P.